1.
Below is a cluster of 6 separate species, C33H58Br2N2O15PSi in total, with properties calculated with wB97M-V/def2-TZVPD.

The geometry in XYZ format:
```
112
Properties=species:S:1:pos:R:3:forces:R:3
C -1.13256 -5.99591 -0.07906 1.53 -0.32 0.37
C -0.91989 -4.75204 -1.12483 -0.34 0.71 1.90
Br 0.10407 -5.28538 -2.80627 -0.96 0.39 1.46
C -2.27770 -3.91530 -1.50123 1.67 1.58 -1.88
Br -3.99559 -4.89281 -1.16475 1.25 0.92 0.22
C -2.25054 -2.37894 -0.84068 -1.18 -0.10 0.23
C -1.07899 -1.44898 -1.50971 -0.51 -0.22 -0.80
C -0.49475 -0.25913 -0.54618 -1.58 1.83 -2.33
C 0.75387 0.59774 -1.17357 1.10 -0.52 0.52
C 1.73286 -0.24436 -2.18954 0.37 0.55 0.78
O 1.28968 0.05024 -3.56078 2.06 -1.44 1.32
Si 2.36777 -0.61804 -4.77626 -0.44 0.49 -2.09
C 4.23574 -0.60818 -4.31047 1.47 -0.21 -0.35
C 2.20068 0.56303 -6.33732 -0.74 0.44 0.68
C 1.78336 -2.37367 -5.43633 -0.09 -0.40 -0.77
N -0.16668 -0.79122 0.83653 0.53 -0.82 -0.86
C -1.40356 -1.28327 1.55589 -1.27 -0.47 2.09
O -2.38950 -0.24288 1.88669 0.99 -2.49 -1.96
N -1.81392 0.88839 2.32984 -3.14 4.24 -2.45
O -2.54913 1.78512 1.87727 3.20 -2.17 2.65
P -0.79625 -2.04507 3.24312 0.74 -1.51 2.95
O -1.81555 -1.31109 4.47038 2.03 -0.67 -1.40
O 0.85678 -1.60396 3.57059 -2.78 2.14 -0.25
C -2.20751 -2.49137 0.79337 -0.77 0.47 0.34
H -1.26033 -7.02231 -0.64270 -0.12 2.23 1.17
H -1.95837 -5.80567 0.74809 1.52 -0.34 -2.11
H -0.10929 -6.09647 0.52786 -2.16 0.17 -1.40
H -0.19392 -3.97813 -0.57852 -1.51 -1.67 -1.33
H -2.23426 -3.72611 -2.67920 -0.35 -0.55 2.60
H -3.29223 -1.86916 -1.12046 2.29 -1.21 0.66
H -0.27448 -2.16924 -1.96056 -1.13 1.60 1.00
H -1.58317 -0.90195 -2.44324 1.32 -1.13 2.07
H -1.38873 0.51827 -0.40044 1.93 -1.79 -0.09
H 1.42690 0.93189 -0.24748 -1.40 -0.56 -1.87
H 0.43557 1.58195 -1.73197 0.32 -2.17 1.14
H 2.84111 0.13897 -1.96585 -2.38 -0.72 -0.71
H 1.76988 -1.41393 -1.95602 -0.31 2.33 -0.47
H 4.83288 -0.10102 -5.21112 -1.41 -1.05 1.90
H 4.62636 -1.72868 -4.28261 -0.65 2.41 0.35
H 4.51433 0.00976 -3.35675 -0.38 -1.42 -1.70
H 2.79266 1.54875 -6.11189 -0.98 -1.82 -0.71
H 2.53610 0.00279 -7.31315 -0.68 1.33 1.92
H 1.05853 0.85313 -6.38140 2.22 -0.56 -0.33
H 1.92860 -2.35601 -6.62113 -0.26 0.02 2.56
H 2.46559 -3.23365 -5.03043 -1.58 1.40 -0.63
H 0.63113 -2.55631 -5.26911 2.37 0.14 -0.14
H 0.44324 -1.64958 0.67906 -0.71 1.06 0.43
H 0.43849 -0.13747 1.41245 -1.02 -0.62 -0.59
H -1.58757 -1.68078 5.37317 -0.21 0.37 -1.57
H 0.91400 -0.66137 3.94537 0.13 -1.27 -0.55
H -1.80415 -3.50711 1.21474 -0.52 1.94 -0.99
H -3.34097 -2.41726 1.16090 2.63 -0.10 -0.57
O 1.24622 1.74184 4.40382 -1.34 -0.39 0.43
C 0.36031 2.28623 5.04178 0.45 -0.24 -0.77
O -0.85735 1.72572 5.30120 1.33 -0.30 -0.55
C -1.67858 2.67988 5.97272 -0.87 0.30 0.42
C -0.72046 3.66330 6.59223 -0.17 0.48 0.67
C 0.42501 3.67082 5.61179 0.12 0.09 0.45
H -2.33983 3.15049 5.23758 0.05 -0.09 0.00
H -2.28930 2.17492 6.72682 0.11 -0.11 -0.30
H -1.16230 4.64968 6.75650 0.06 -0.28 0.00
H -0.37262 3.28281 7.56034 -0.10 0.18 -0.12
H 0.26817 4.39582 4.80830 0.19 -0.07 -0.02
H 1.38007 3.84707 6.11200 -0.03 0.06 -0.41
O -5.86731 -4.84658 -7.36667 0.69 -0.69 1.98
C -5.75384 -5.36460 -6.26805 -0.21 0.78 -2.34
O -4.58066 -5.45044 -5.57489 -0.33 0.35 -0.56
C -4.79350 -6.21065 -4.38638 0.46 -0.30 0.46
C -6.27307 -6.12309 -4.11784 -0.47 -0.18 0.79
C -6.85601 -6.03548 -5.50562 -0.35 0.09 0.42
H -4.46376 -7.23933 -4.56595 -0.02 0.06 -0.01
H -4.20446 -5.78743 -3.56752 0.00 -0.11 -0.49
H -6.65539 -6.96526 -3.53499 0.12 0.11 -0.03
H -6.49624 -5.20125 -3.56700 0.05 -0.13 -0.03
H -7.03631 -7.02512 -5.93448 -0.07 0.15 -0.09
H -7.76818 -5.43453 -5.52039 0.12 -0.23 -0.36
O 0.06189 5.58081 9.35205 0.30 1.06 -1.78
C 0.21423 6.51135 8.57805 -0.03 -1.49 1.71
O 0.64771 6.37838 7.29019 -0.26 -0.48 0.60
C 0.81355 7.67389 6.71578 0.33 0.44 -0.68
C -0.05758 8.58772 7.53734 -0.36 0.84 -0.18
C 0.00186 7.95822 8.90613 -0.35 0.36 -0.08
H 1.87233 7.94781 6.77158 -0.09 -0.06 -0.01
H 0.50751 7.65362 5.66576 0.14 -0.22 0.16
H 0.27419 9.62925 7.51991 -0.03 -0.18 -0.09
H -1.08775 8.55439 7.16230 0.17 0.04 0.02
H 0.85521 8.32248 9.48486 -0.13 -0.11 0.09
H -0.93056 8.10509 9.45608 0.36 -0.16 0.21
O 0.98791 -0.18659 -9.28288 1.18 0.83 -1.35
C 1.51347 0.60159 -10.05148 -0.75 -1.28 1.44
O 2.68742 0.36930 -10.70879 -0.68 -0.34 0.55
C 3.05861 1.54141 -11.43278 0.61 0.28 -0.46
C 1.77947 2.31417 -11.62138 -0.25 0.67 -0.61
C 1.00004 1.97148 -10.37702 -0.28 0.24 -0.40
H 3.79667 2.09643 -10.84425 -0.04 -0.06 -0.03
H 3.50843 1.25741 -12.38862 0.01 -0.15 0.30
H 1.94050 3.38716 -11.75523 0.05 -0.18 -0.03
H 1.24622 1.93935 -12.50351 0.12 0.09 0.12
H 1.23565 2.64730 -9.55023 -0.13 -0.12 0.05
H -0.07522 1.95418 -10.56920 0.15 -0.03 0.41
O 6.16873 1.46558 8.66423 -1.93 -0.07 -1.13
C 5.06636 1.20087 8.21381 2.14 0.65 1.16
O 4.34881 2.02842 7.39867 0.60 -0.14 0.29
C 3.06740 1.45008 7.15514 -0.53 0.25 -0.45
C 3.23929 -0.02299 7.41865 -0.51 -0.73 -0.25
C 4.28485 -0.04442 8.50481 -0.14 -0.51 -0.21
H 2.34137 1.91165 7.83264 0.02 0.00 0.05
H 2.76404 1.64722 6.12280 0.25 0.15 0.25
H 2.30758 -0.52188 7.69825 0.07 0.10 -0.07
H 3.63169 -0.51706 6.52147 -0.10 0.09 0.10
H 3.83940 0.03757 9.50013 0.18 -0.04 -0.01
H 4.91752 -0.93228 8.43518 0.03 0.27 0.35
```
Forces are in eV/Å.

Total charge: +1


2.
Below is a cluster of 2 separate species, C4H11NO2 in total, with properties calculated with wB97M-V/def2-TZVPD.

The geometry in XYZ format:
```
18
Properties=species:S:1:pos:R:3:forces:R:3
C -1.23281 -0.43182 2.15505 0.61 1.66 1.33
N -0.56621 -0.28198 0.86773 0.20 -0.31 0.29
C 0.17326 1.03310 0.66951 -2.58 -2.16 -1.78
C 1.49847 0.65622 -0.01059 0.10 1.48 1.78
C 2.27866 1.81131 -0.61235 1.00 -1.09 0.34
O 1.98924 2.95695 -0.81123 -0.42 -0.24 0.12
H -1.58493 0.57753 2.51500 0.02 -0.60 -0.20
H -2.15948 -1.03831 2.17580 0.99 -0.19 -0.21
H -0.44666 -0.69500 2.93919 -1.26 -0.30 -0.89
H -1.21967 -0.37505 0.10607 -0.19 -0.09 0.14
H -0.47633 1.42602 -0.14482 0.67 1.08 0.80
H 0.03827 1.58743 1.62745 1.06 0.00 -1.01
H 1.40287 -0.12143 -0.78760 -0.24 0.26 0.44
H 2.14639 0.26231 0.80410 -0.01 -0.08 -0.74
H 3.30419 1.40404 -0.80581 0.05 0.60 -0.43
O -2.07934 -2.83416 -3.60904 0.46 0.24 1.47
H -1.55099 -2.77802 -2.76146 -0.69 -0.26 -1.78
H -1.51490 -3.15916 -4.31702 0.23 0.01 0.32
```
Forces are in eV/Å.

Structure (SMILES): CNCCC=O.O
Relative energy (zero: lowest compared OMol25 entry of this formula, charge and spin) (eV): 2.539
Total charge: 0


no.,F_max (eV Å⁻¹),frontier orbital gap (eV)
1,5.82,7.64
2,3.81,9.28